1.
A structure of composition C17H31ClF5NO7Si2, computed with the ωB97M-V functional and the def2-TZVPD basis.

frontier orbital gap: 10.853 eV
DFT total energy: -75823.357 eV
HOMO level: -10.4 eV

Geometry as ORCA input:
```
! wB97M-V def2-TZVPD RIJCOSX def2/J DEFGRID3
* xyz 0 1
C 4.014 3.161 1.645
C 3.599 3.588 0.214
C 2.110 3.978 0.112
C 1.585 3.894 -1.340
Si 1.135 2.122 -1.841
Cl 2.810 1.356 -2.820
C -0.378 2.215 -2.962
C -1.473 3.087 -2.339
O -1.682 2.796 -0.945
C -2.639 1.874 -0.730
O -2.649 0.845 -1.293
C -3.755 2.177 0.241
C -3.454 1.621 1.651
O 0.735 1.328 -0.411
Si 0.950 -0.311 -0.328
F 0.934 -1.051 -1.742
C -0.493 -0.997 0.655
C -0.431 -2.546 0.820
O -1.732 -3.114 0.593
C -1.842 -3.850 -0.547
O -2.510 -4.807 -0.510
C -1.179 -3.442 -1.852
C -1.597 -4.319 -3.041
C 2.531 -0.643 0.714
F 2.554 0.321 1.667
F 2.517 -1.838 1.334
C 3.875 -0.528 -0.026
F 3.887 -1.281 -1.115
F 4.826 -1.029 0.791
H 3.151 3.179 2.304
H 4.512 2.194 1.681
H 4.737 3.893 2.003
H 3.864 2.854 -0.549
H 4.160 4.486 -0.047
H 2.060 5.031 0.406
H 1.490 3.430 0.820
H 2.411 4.206 -1.988
H 0.767 4.592 -1.518
H -0.119 2.703 -3.907
H -0.797 1.233 -3.176
H -2.411 2.964 -2.883
H -1.231 4.142 -2.424
H -3.914 3.249 0.342
H -4.649 1.689 -0.123
H -2.773 0.769 1.645
H -4.372 1.267 2.117
H -3.057 2.380 2.323
H -0.448 -0.524 1.639
H -1.428 -0.776 0.141
H 0.350 -3.002 0.214
H -0.160 -2.760 1.852
H -1.329 -2.384 -2.068
H -0.102 -3.541 -1.704
H -2.605 -4.709 -2.950
H -1.577 -3.690 -3.930
H -0.860 -5.108 -3.146
H 4.149 0.510 -0.210
C -1.706 -5.026 3.226
N -1.750 -4.287 4.518
O -1.986 -4.920 5.528
O -1.544 -3.087 4.467
H -1.902 -6.075 3.417
H -2.464 -4.599 2.577
H -0.713 -4.889 2.807
*
```

The net atomic charges from natural (NBO), expressed in e, are: C -0.61; C -0.41; C -0.39; C -0.91; Si 1.85; Cl -0.38; C -0.94; C -0.06; O -0.54; C 0.82; O -0.59; C -0.51; C -0.60; O -1.24; Si 2.08; F -0.63; C -0.97; C -0.08; O -0.52; C 0.80; O -0.56; C -0.53; C -0.60; C 0.24; F -0.33; F -0.33; C 0.51; F -0.32; F -0.33; H 0.21; H 0.21; H 0.21; H 0.19; H 0.20; H 0.20; H 0.21; H 0.24; H 0.24; H 0.25; H 0.26; H 0.19; H 0.19; H 0.22; H 0.24; H 0.21; H 0.22; H 0.21; H 0.25; H 0.28; H 0.18; H 0.21; H 0.24; H 0.23; H 0.23; H 0.21; H 0.21; H 0.15; C -0.49; N 0.53; O -0.37; O -0.39; H 0.23; H 0.26; H 0.23


2.
A cluster of 3 separate species, C17H31IN3O5P in total, computed with the ωB97M-V functional and the def2-TZVPD basis.

SMILES: CCNO[P@](=O)(OCCOCC)OC[C@@H](C)I.c1cc[nH]c1.c1cc[nH]c1
frontier orbital gap: 7.801 eV
DFT total energy: -50229.081 eV
HOMO level: -7.7 eV

Geometry as ORCA input:
```
! wB97M-V def2-TZVPD RIJCOSX def2/J DEFGRID3
* xyz 0 1
C 2.096 2.841 3.922
C 1.092 3.126 2.806
N 1.407 2.281 1.651
O 0.857 2.909 0.458
P 0.065 2.047 -0.618
O 0.390 2.491 -1.970
O -1.496 2.168 -0.325
C -1.912 2.559 1.013
C -3.377 2.241 1.192
O -3.630 0.942 1.666
C -3.150 0.683 2.977
C -4.196 -0.045 3.811
O 0.398 0.500 -0.386
C -0.628 -0.400 0.082
C -0.023 -1.676 0.628
C 1.004 -2.279 -0.312
I 0.909 -1.296 2.546
H 2.874 3.597 3.964
H 1.591 2.803 4.883
H 2.584 1.884 3.758
H 0.090 2.901 3.191
H 1.078 4.169 2.511
H 0.963 1.378 1.797
H -1.739 3.628 1.126
H -1.298 2.058 1.759
H -3.832 3.007 1.826
H -3.843 2.313 0.211
H -2.258 0.052 2.903
H -2.833 1.596 3.486
H -3.700 -0.809 4.409
H -4.671 0.629 4.519
H -4.933 -0.537 3.187
H -1.281 0.042 0.827
H -1.255 -0.678 -0.767
H -0.820 -2.379 0.849
H 1.883 -1.641 -0.295
H 0.597 -2.363 -1.317
H 1.325 -3.261 0.026
N -0.994 1.126 -4.195
C -2.242 1.594 -3.905
C -3.023 1.441 -5.022
C -2.207 0.856 -6.028
C -0.962 0.675 -5.483
H -0.221 1.140 -3.550
H -2.465 1.999 -2.932
H -4.059 1.720 -5.109
H -2.499 0.601 -7.033
H -0.060 0.265 -5.904
N 4.891 -3.782 -1.537
C 4.596 -4.295 -0.303
C 4.630 -5.660 -0.398
C 4.962 -5.983 -1.742
C 5.117 -4.803 -2.419
H 4.934 -2.806 -1.761
H 4.390 -3.647 0.532
H 4.441 -6.351 0.406
H 5.073 -6.968 -2.163
H 5.368 -4.604 -3.446
*
```

The net atomic charges from natural (NBO), expressed in e, are: C -0.62; C -0.25; N -0.32; O -0.69; P 2.57; O -1.09; O -0.82; C -0.11; C -0.09; O -0.53; C -0.07; C -0.63; O -0.83; C -0.11; C -0.27; C -0.65; I 0.03; H 0.22; H 0.21; H 0.22; H 0.16; H 0.22; H 0.35; H 0.20; H 0.18; H 0.17; H 0.22; H 0.17; H 0.17; H 0.21; H 0.21; H 0.23; H 0.20; H 0.21; H 0.23; H 0.23; H 0.23; H 0.23; N -0.51; C -0.08; C -0.31; C -0.32; C -0.08; H 0.44; H 0.21; H 0.21; H 0.22; H 0.20; N -0.51; C -0.08; C -0.31; C -0.31; C -0.08; H 0.41; H 0.21; H 0.22; H 0.22; H 0.21


3.
A structure of composition C17H31LuN2O2P2, computed with the ωB97M-V functional and the def2-TZVPD basis.

frontier orbital gap: 6.473 eV
DFT total energy: -77392.712 eV
energy relative to the best compared isomer or geometry (same formula, charge and spin): 27.6 kcal/mol
HOMO level: -12.8 eV

Geometry as ORCA input:
```
! wB97M-V def2-TZVPD RIJCOSX def2/J DEFGRID3
* xyz 2 1
Lu -0.655 -0.387 -0.195
P -1.367 2.192 0.420
C -1.036 2.698 -1.347
C 0.319 2.263 -1.881
N 0.877 1.109 -1.412
C 2.177 0.848 -1.730
C 2.893 1.653 -2.602
C 2.275 2.748 -3.210
C 0.970 3.068 -2.811
C 2.921 -0.299 -1.090
P 1.772 -1.525 -0.306
H 0.455 3.977 -3.140
H 3.930 1.371 -2.797
H 2.799 3.344 -3.965
H 3.509 -0.826 -1.859
H 3.650 0.086 -0.354
H -1.849 2.352 -2.019
H -1.069 3.798 -1.339
H -2.626 -2.380 -2.779
O -2.383 -1.472 -3.037
H -2.962 -1.257 -3.793
H -1.066 -4.262 -0.299
O -1.412 -4.368 -1.203
H -1.510 -5.336 -1.304
C 1.742 -2.610 -1.786
H 2.786 -2.895 -1.952
H 1.122 -3.487 -1.574
H 1.376 -2.059 -2.664
C 2.971 -2.390 0.760
H 2.428 -3.232 1.210
H 3.777 -2.767 0.115
H 3.379 -1.707 1.522
C -0.757 3.717 1.231
H -1.333 4.555 0.824
H -0.966 3.633 2.302
H 0.310 3.877 1.035
C -3.160 2.592 0.402
H -3.538 2.373 1.410
H -3.251 3.669 0.194
H -3.680 2.006 -0.375
C -2.854 -1.535 1.108
C -1.820 -1.300 2.165
C -1.897 -1.671 3.501
C -0.702 -1.235 4.139
C 0.077 -0.590 3.180
C 1.397 0.041 3.390
N -0.605 -0.645 1.965
H -3.803 -1.091 1.440
H -2.998 -2.613 0.956
H -2.714 -1.104 0.088
H -2.746 -2.205 3.918
H -0.391 -1.349 5.167
H 1.327 0.779 4.198
H 2.137 -0.716 3.670
H 1.777 0.562 2.513
*
```

The net atomic charges from natural (NBO), expressed in e, are: Lu 1.92; P 0.76; C -0.75; C 0.24; N -0.64; C 0.26; C -0.24; C -0.08; C -0.24; C -0.73; P 0.73; H 0.25; H 0.25; H 0.26; H 0.27; H 0.28; H 0.27; H 0.27; H 0.50; O -0.97; H 0.51; H 0.47; O -0.96; H 0.50; C -0.92; H 0.25; H 0.26; H 0.25; C -0.90; H 0.26; H 0.26; H 0.27; C -0.89; H 0.25; H 0.27; H 0.26; C -0.91; H 0.26; H 0.25; H 0.25; C -0.62; C 0.01; C -0.26; C -0.26; C 0.11; C -0.64; N -0.76; H 0.28; H 0.26; H 0.11; H 0.24; H 0.24; H 0.25; H 0.23; H 0.20


4.
A cluster of 5 separate species, C17H31N3O4S in total, computed with the ωB97M-V functional and the def2-TZVPD basis.

frontier orbital gap: 9.750 eV
DFT total energy: -41618.176 eV
energy relative to the best compared isomer or geometry (same formula, charge and spin): 159.3 kcal/mol
HOMO level: -9.7 eV

Geometry as ORCA input:
```
! wB97M-V def2-TZVPD RIJCOSX def2/J DEFGRID3
* xyz 0 1
C -0.709 0.936 -2.819
C 0.096 -0.299 -3.159
O -0.797 -1.283 -3.489
C -1.981 -0.968 -3.026
O -2.997 -1.684 -2.926
O -1.985 0.358 -2.566
H -0.714 1.815 -3.464
H -0.203 1.299 -1.924
H 0.550 -0.536 -2.197
H 0.919 -0.043 -3.825
C 2.995 -3.539 0.967
C 1.804 -3.201 0.040
C 2.136 -3.233 -1.435
C 3.114 -4.222 -1.760
N 3.910 -5.032 -2.011
H 3.695 -2.705 0.919
H 3.405 -4.547 0.905
H 2.568 -3.300 1.942
H 1.287 -2.285 0.327
H 0.975 -3.887 0.210
H 2.551 -2.271 -1.737
H 1.275 -3.579 -2.007
C -0.908 0.175 3.912
C -2.306 0.300 4.472
C -3.422 0.976 3.625
C -3.465 0.836 2.125
N -3.537 0.771 0.947
H -0.900 -0.578 3.124
H -0.201 -0.025 4.717
H -0.450 1.072 3.495
H -2.249 0.908 5.375
H -2.803 -0.605 4.823
H -3.357 2.060 3.713
H -4.402 0.578 3.887
C -0.516 3.209 -0.696
C 1.045 3.312 -0.712
C 1.902 3.051 -2.053
C 2.013 1.650 -2.671
N 2.094 0.663 -3.173
H -1.074 3.931 -1.292
H -0.708 3.298 0.373
H -0.926 2.214 -0.867
H 1.266 2.713 0.171
H 1.442 4.323 -0.625
H 2.945 3.355 -1.971
H 1.477 3.697 -2.822
C -0.283 -1.025 -0.354
S 0.531 0.055 0.897
O 1.218 1.132 0.014
C -1.020 0.797 1.517
H 0.534 -1.487 -0.909
H -0.934 -0.440 -1.004
H -0.845 -1.735 0.252
H -0.932 1.671 2.162
H -1.718 0.098 1.978
H -1.407 1.255 0.607
*
```

The net atomic charges from natural (NBO), expressed in e, are: C -0.14; C -0.14; O -0.47; C 0.97; O -0.59; O -0.51; H 0.19; H 0.22; H 0.18; H 0.27; C -0.63; C -0.37; C -0.55; C 0.30; N -0.33; H 0.21; H 0.23; H 0.21; H 0.20; H 0.20; H 0.26; H 0.26; C -0.61; C -0.40; C -0.50; C 0.26; N -0.33; H 0.20; H 0.23; H 0.21; H 0.22; H 0.22; H 0.25; H 0.26; C -0.61; C -0.40; C -0.50; C 0.37; N -0.43; H 0.21; H 0.20; H 0.20; H 0.28; H 0.20; H 0.25; H 0.24; C -0.82; S 1.20; O -1.01; C -0.84; H 0.25; H 0.26; H 0.24; H 0.23; H 0.25; H 0.26


5.
A cluster of 6 separate species, C17H31N3O5S2 in total, computed with the ωB97M-V functional and the def2-TZVPD basis.

SMILES: O=S1(=O)CCCC1.O=S1(=O)CCCC1.CC(C)=O.CC#N.CC#N.CC#N
frontier orbital gap: 10.075 eV
DFT total energy: -54498.894 eV
HOMO level: -9.9 eV

Geometry as ORCA input:
```
! wB97M-V def2-TZVPD RIJCOSX def2/J DEFGRID3
* xyz 0 1
C 1.760 1.097 2.976
C 0.763 0.069 2.449
O -0.370 0.324 2.260
C 1.271 -1.273 1.966
H 1.358 2.098 2.824
H 2.727 1.054 2.474
H 1.934 0.922 4.038
H 0.576 -2.095 2.137
H 2.260 -1.499 2.364
H 1.557 -1.238 0.915
C 2.054 2.061 0.246
C 2.691 3.315 -0.120
N 3.269 4.221 -0.458
H 2.718 1.453 0.859
H 1.977 1.490 -0.678
H 1.004 1.956 0.520
C -0.012 -1.365 -0.561
C 0.735 -0.254 -1.124
N 1.355 0.591 -1.549
H 0.519 -2.317 -0.539
H -0.970 -1.516 -1.060
H -0.339 -1.080 0.439
C 3.546 -0.451 -2.343
C 4.863 -0.568 -1.749
N 5.913 -0.604 -1.318
H 3.666 0.545 -2.767
H 2.754 -0.504 -1.596
H 3.499 -1.234 -3.101
C -1.141 -2.575 2.367
C -2.239 -3.389 3.152
C -3.224 -3.800 2.114
S -3.526 -2.376 1.030
O -4.553 -1.516 1.445
O -3.456 -2.727 -0.409
C -1.924 -1.557 1.599
H -0.508 -3.152 1.693
H -0.531 -2.138 3.157
H -2.668 -2.784 3.952
H -1.830 -4.241 3.694
H -4.090 -4.235 2.613
H -2.635 -4.468 1.486
H -2.253 -0.722 2.218
H -1.377 -1.189 0.731
C -1.795 3.379 -3.096
C -0.723 2.518 -3.835
C -0.032 1.510 -2.809
S -0.777 1.906 -1.093
O 0.008 3.025 -0.569
O -1.077 0.649 -0.414
C -2.311 2.577 -1.949
H -2.629 3.692 -3.725
H -1.387 4.326 -2.743
H 0.012 3.204 -4.255
H -1.369 2.019 -4.558
H 1.053 1.605 -2.751
H -0.273 0.456 -2.945
H -2.996 3.123 -1.301
H -2.825 1.683 -2.302
*
```

The net atomic charges from natural (NBO), expressed in e, are: C -0.72; C 0.62; O -0.56; C -0.77; H 0.25; H 0.23; H 0.24; H 0.25; H 0.23; H 0.24; C -0.77; C 0.31; N -0.37; H 0.21; H 0.29; H 0.27; C -0.75; C 0.45; N -0.53; H 0.24; H 0.28; H 0.28; C -0.72; C 0.28; N -0.35; H 0.26; H 0.27; H 0.25; C -0.43; C -0.39; C -0.67; S 2.14; O -0.93; O -0.95; C -0.63; H 0.20; H 0.23; H 0.22; H 0.22; H 0.26; H 0.24; H 0.27; H 0.25; C -0.42; C -0.43; C -0.59; S 2.08; O -0.91; O -0.94; C -0.59; H 0.23; H 0.22; H 0.23; H 0.22; H 0.28; H 0.22; H 0.25; H 0.23


6.
A structure of composition C17H32BCaINO2Si, computed with the ωB97M-V functional and the def2-TZVPD basis.

frontier orbital gap: 2.754 eV
DFT total energy: -58816.156 eV
HOMO level: -9.3 eV

Geometry as ORCA input:
```
! wB97M-V def2-TZVPD RIJCOSX def2/J DEFGRID3
* xyz 1 1
C -3.710 1.303 0.659
C -2.659 2.433 0.863
C -1.473 1.945 1.759
I -2.116 1.253 3.702
C -0.534 1.029 0.880
C 0.776 1.878 0.655
C 1.788 1.380 -0.425
C 1.562 1.987 -1.883
C 2.428 1.152 -2.940
N 1.640 -0.022 -3.380
C 1.752 -1.283 -2.804
C 0.831 -2.225 -3.422
C 0.147 -1.398 -4.446
C 0.693 -0.057 -4.407
O -1.116 1.045 -0.465
B -1.198 -0.295 -1.104
O -0.201 -1.032 -0.274
C -0.454 -0.545 1.090
C -1.780 -1.376 1.427
Si 0.879 -1.378 2.185
C 0.820 -0.961 4.037
C 0.537 -3.277 2.075
C 2.679 -1.157 1.617
H -4.666 1.812 0.240
H -4.034 0.770 1.582
H -3.314 0.615 -0.171
H -3.169 3.255 1.453
H -2.311 2.938 -0.077
H -0.895 2.881 2.001
H 1.305 2.024 1.645
H 0.464 2.920 0.343
H 1.893 0.282 -0.560
H 2.811 1.757 -0.122
H 1.936 3.053 -1.908
H 0.483 2.005 -2.169
H 2.761 1.781 -3.802
H 3.301 0.750 -2.356
H 2.445 -1.512 -1.961
H 0.678 -3.295 -3.161
H -0.652 -1.784 -5.114
H 0.435 0.803 -5.053
H -0.741 -0.064 -2.193
H -2.319 -0.785 -1.215
H -1.824 -2.348 0.873
H -2.730 -0.798 1.335
H -1.712 -1.669 2.519
H -0.185 -1.113 4.519
H 1.247 0.052 4.293
H 1.505 -1.699 4.552
H 1.509 -3.795 2.287
H 0.195 -3.513 1.036
H -0.225 -3.553 2.857
H 3.135 -0.182 1.923
H 2.801 -1.375 0.519
H 3.279 -1.963 2.135
Ca -4.695 1.354 -1.649
*
```

The net atomic charges from natural (NBO), expressed in e, are: C -0.64; C -0.45; C -0.33; I 0.14; C 0.25; C -0.42; C -0.42; C -0.40; C -0.20; N -0.36; C -0.04; C -0.30; C -0.30; C -0.10; O -0.83; B 0.45; O -0.73; C -0.20; C -0.64; Si 1.70; C -1.15; C -1.11; C -1.13; H 0.02; H 0.30; H 0.20; H 0.23; H 0.24; H 0.25; H 0.21; H 0.21; H 0.24; H 0.21; H 0.20; H 0.22; H 0.22; H 0.21; H 0.22; H 0.24; H 0.22; H 0.22; H -0.06; H -0.17; H 0.25; H 0.18; H 0.22; H 0.24; H 0.24; H 0.25; H 0.24; H 0.25; H 0.23; H 0.24; H 0.24; H 0.25; Ca 1.79